# C34H100B2Cl2F8N8O9

12 unconnected molecules or ions with the total composition C34H100B2Cl2F8N8O9 at a distorted geometry (wB97M-V/def2-TZVPD, OMol25).

Last column: Mulliken charge in e.
CARTESIAN COORDINATES (ANGSTROEM)
C (-0.0172, -6.8783, 3.7385)  -0.729
O (1.3643, -7.1228, 3.7744)  -0.377
C (2.2964, -6.0589, 3.8664)  -0.520
C (3.5310, -6.6879, 3.3400)  -0.652
N (3.7067, -8.0108, 3.9371)  -0.082
H (4.1601, -7.8455, 4.8478)  0.441
H (2.7918, -8.3896, 4.1305)  0.391
C (4.5549, -8.9582, 3.1517)  -0.600
C (6.0154, -8.6226, 3.3521)  -0.528
O (6.1484, -7.9091, 4.5826)  -0.384
C (7.4691, -7.5465, 4.7613)  -0.722
H (-0.4772, -7.8752, 3.5358)  0.278
H (-0.3002, -6.2211, 2.9297)  0.261
H (-0.4384, -6.5139, 4.7103)  0.292
H (2.4235, -5.7239, 4.8962)  0.355
H (1.9694, -5.2200, 3.2084)  0.374
H (4.4354, -6.1474, 3.5222)  0.355
H (3.4901, -6.8598, 2.2919)  0.409
H (4.1835, -8.8787, 2.1167)  0.297
H (4.2860, -9.9885, 3.5472)  0.371
H (6.4485, -8.0840, 2.5135)  0.439
H (6.4929, -9.6003, 3.3931)  0.452
H (7.5844, -6.8366, 5.6260)  0.252
H (7.8755, -7.0606, 3.8548)  0.332
H (8.0427, -8.4601, 5.0167)  0.296
C (-2.0129, -0.8689, 0.5786)  -1.612
C (-1.0404, 0.1827, 0.1806)  -0.198
C (-1.1096, 0.6487, -1.2545)  1.381
O (0.1606, 1.2123, -1.5824)  -0.556
C (0.0443, 2.1038, -2.6983)  -0.379
N (-1.0547, 1.3231, 1.1815)  0.689
H (-1.9239, 1.8623, 1.2949)  -0.298
H (-0.7329, 0.8722, 2.1345)  0.122
H (-0.4042, 2.0985, 0.9489)  0.189
H (-1.6931, -1.8171, 0.1868)  0.337
H (-3.0305, -0.6923, 0.2544)  0.243
H (-2.0024, -1.0181, 1.6489)  0.405
H (-0.0715, -0.2570, 0.4171)  0.282
H (-1.9465, 1.3564, -1.3990)  -0.446
H (-1.1423, -0.2194, -1.9081)  0.266
H (-0.5205, 1.6788, -3.5328)  0.250
H (0.9606, 2.5476, -2.9547)  0.543
H (-0.6324, 2.9094, -2.3821)  -0.417
C (4.6365, 1.1939, -7.9125)  -1.447
C (4.4574, 2.1759, -6.7411)  0.259
C (3.5714, 3.3866, -7.0968)  -0.771
O (3.2878, 4.0877, -5.9003)  -0.333
C (3.2906, 5.5575, -6.0606)  -0.685
N (3.7609, 1.5376, -5.6209)  -0.115
H (3.5104, 2.1717, -4.8844)  0.374
H (2.8415, 1.1927, -5.8373)  0.235
H (4.3021, 0.7328, -5.2729)  0.440
H (5.2341, 0.3091, -7.6288)  0.396
H (5.0252, 1.6497, -8.8079)  0.417
H (3.6874, 0.7182, -8.2590)  0.352
H (5.4960, 2.4715, -6.4729)  0.253
H (2.6971, 3.0232, -7.5626)  0.362
H (4.1167, 3.9796, -7.8706)  0.461
H (3.8395, 6.0504, -5.2336)  0.265
H (2.2428, 5.8866, -6.0655)  0.231
H (3.6937, 5.8377, -7.0228)  0.340
C (-1.0307, -6.1244, -3.5634)  -1.460
C (-0.2511, -4.8265, -3.1595)  0.422
C (0.8220, -4.8768, -2.0189)  -0.644
O (2.0485, -5.4080, -2.5533)  -0.470
C (3.2232, -4.5127, -2.4807)  -0.269
N (0.4952, -4.1369, -4.2296)  0.026
H (1.3453, -4.6768, -4.4293)  0.506
H (0.0730, -4.2045, -5.1530)  0.442
H (0.7738, -3.1430, -4.1193)  0.090
H (-1.4769, -6.5469, -2.6712)  0.378
H (-0.5362, -6.8689, -4.1300)  0.400
H (-1.9467, -5.8965, -4.1371)  0.407
H (-0.9967, -4.1440, -2.6811)  0.085
H (0.3704, -5.3640, -1.1266)  0.418
H (0.8968, -3.8513, -1.6321)  0.363
H (2.9414, -3.5274, -2.8013)  0.049
H (4.0292, -4.9339, -3.1265)  0.261
H (3.6071, -4.4632, -1.4292)  0.234
C (1.8331, 5.3834, 6.2099)  -1.355
C (2.5605, 4.1871, 5.5526)  0.072
C (3.2374, 4.4837, 4.2539)  -0.349
O (4.0992, 3.3202, 4.0241)  -0.601
C (3.5123, 2.0587, 3.5689)  -0.505
N (3.7204, 3.5944, 6.3870)  -0.144
H (4.1444, 2.9666, 5.6947)  0.336
H (4.3977, 4.2459, 6.7892)  0.360
H (3.3354, 3.0152, 7.1451)  0.369
H (1.2040, 5.8586, 5.4620)  0.302
H (2.4875, 6.1341, 6.6764)  0.388
H (1.2163, 4.9880, 6.9884)  0.387
H (1.8995, 3.3513, 5.3921)  0.362
H (3.9612, 5.3597, 4.3343)  0.377
H (2.5564, 4.6973, 3.4620)  0.211
H (4.0023, 1.2376, 4.1188)  0.295
H (3.7383, 2.0339, 2.5047)  0.245
H (2.4361, 1.9358, 3.8637)  0.232
C (-6.0229, -0.1002, -3.4882)  -1.592
C (-4.6130, 0.3565, -3.4780)  0.572
C (-4.0043, 0.5352, -4.8980)  -0.871
O (-2.8094, 1.2645, -4.6616)  -0.215
C (-2.1102, 1.7077, -5.8426)  -0.729
N (-4.5756, 1.6407, -2.7815)  0.088
H (-3.6812, 2.0632, -3.0375)  0.233
H (-5.3848, 2.1808, -3.0418)  0.419
H (-4.4303, 1.6144, -1.7709)  -0.059
H (-6.3545, -0.2830, -2.4455)  0.423
H (-6.0361, -1.0837, -3.9840)  0.394
H (-6.8046, 0.5124, -3.9090)  0.435
H (-3.9676, -0.2887, -2.9129)  0.117
H (-4.6027, 1.0682, -5.7011)  0.413
H (-3.8383, -0.4760, -5.2619)  0.429
H (-2.2475, 1.0131, -6.6224)  0.427
H (-1.0449, 1.8867, -5.6021)  0.062
H (-2.5030, 2.6723, -6.1907)  0.284
C (-5.3787, 2.0885, 5.0908)  -1.214
C (-5.6026, 0.5945, 5.4639)  -0.032
C (-4.3388, -0.2379, 5.4673)  -0.607
O (-4.8573, -1.5476, 5.8168)  -0.455
C (-4.1242, -2.7901, 5.4230)  -0.708
N (-6.2877, 0.5400, 6.8532)  -0.221
H (-5.7891, 1.1798, 7.4628)  0.375
H (-7.3027, 0.7837, 6.8705)  0.367
H (-6.0991, -0.4503, 7.0973)  0.372
H (-4.9743, 2.0173, 4.0795)  0.267
H (-4.6561, 2.6065, 5.7262)  0.413
H (-6.3780, 2.5154, 5.0292)  0.422
H (-6.2332, 0.0546, 4.7520)  0.311
H (-3.6539, 0.2133, 6.1453)  0.351
H (-3.9473, -0.1961, 4.4941)  0.478
H (-3.1455, -2.4777, 5.1011)  0.319
H (-4.6829, -3.2905, 4.6671)  0.268
H (-4.0093, -3.2831, 6.3692)  0.283
C (-4.3719, 6.3852, -0.6754)  -1.612
C (-3.3169, 5.3126, -0.6620)  0.803
C (-2.2824, 5.6051, -1.7859)  -0.725
O (-2.8491, 5.4482, -2.9921)  -0.211
C (-2.3810, 6.3737, -3.9967)  -1.020
N (-2.7225, 5.1952, 0.7078)  0.109
H (-3.3313, 4.6709, 1.3350)  0.334
H (-1.8480, 4.6580, 0.7450)  0.093
H (-2.5874, 6.1454, 1.1298)  0.478
H (-5.2990, 6.0457, -0.1515)  0.383
H (-4.6900, 6.5237, -1.6909)  0.364
H (-3.9076, 7.3183, -0.3677)  0.473
H (-3.7982, 4.3556, -0.8393)  -0.412
H (-1.3611, 5.0962, -1.5820)  0.427
H (-2.0705, 6.6770, -1.6271)  0.462
H (-2.6697, 7.4239, -3.8506)  0.347
H (-2.8509, 6.0879, -4.9593)  0.287
H (-1.3649, 6.2247, -4.2616)  0.434
B (-0.3788, 4.4939, 2.5853)  0.150
F (0.7569, 3.7254, 3.0292)  -0.118
F (-1.5664, 3.7936, 2.8637)  -0.257
F (-0.2823, 5.8199, 3.1087)  -0.388
F (-0.1949, 4.4015, 1.1451)  -0.432
B (1.3783, -0.7226, -3.8060)  -0.114
F (1.5148, -1.8895, -4.8135)  -0.445
F (1.7327, 0.5934, -4.3870)  -0.217
F (0.0536, -0.7597, -3.4443)  -0.186
F (2.2685, -1.0830, -2.8015)  -0.363
Cl (0.4301, -0.6564, 2.8881)  -0.759
Cl (-3.8236, 2.4010, 0.3826)  -0.758

Cartesian forces (eV/Å) of the 6 atoms listed first:
C -1.125 -0.916 0.809
O 0.183 -0.268 0.156
C -1.367 0.447 -0.506
C 0.862 0.129 -0.465
N 0.716 -0.133 1.132
H 0.143 -0.392 -0.154

Values from the calculation:
Net charge ... +4
Kohn-Sham gap ... 8.20 eV
Multiplicity ... 1
Electronic energy ... -115342.9504 eV
F_max ... 4.0 eV/Å
LUMO level ... -6.22 eV